The following is a DFT calculation (the ωB97M-V functional and the def2-TZVPD basis) of 3 unconnected molecules or ions with the total composition C26H38N2O9 at a distorted geometry.

```
! wB97M-V def2-TZVPD RIJCOSX def2/J DEFGRID3
* xyz 0 1
C 4.6687 -1.8276 1.7712
C 4.0412 -0.9843 0.6963
C 4.7862 -0.3253 -0.2724
C 4.1380 0.4686 -1.2185
C 2.7676 0.6319 -1.2564
C 2.2156 1.5568 -2.3245
C 1.9103 0.8057 -3.6462
C 1.0570 2.4543 -1.8812
C 2.0380 -0.0711 -0.2778
O 0.6499 0.0126 -0.1595
C -0.0826 -0.7953 -1.0530
C -1.5200 -1.0008 -0.5065
C -1.8517 -2.4157 -0.6462
N -2.1257 -3.5172 -0.7215
C -1.7042 -0.6228 0.9803
C -0.7994 -1.4070 1.7978
N -0.0646 -2.0605 2.3731
C -1.5977 0.8775 1.3216
C -2.3141 1.8187 0.3580
O -3.3079 2.5980 1.0821
C -3.1341 3.9402 0.8736
O -3.7899 4.5596 0.0958
C 2.6781 -0.8493 0.6796
H 4.7305 -2.8756 1.4925
H 4.0905 -1.7248 2.6854
H 5.6710 -1.4675 1.9897
H 5.8635 -0.4025 -0.2891
H 4.7292 0.9883 -1.9612
H 3.0291 2.2359 -2.5658
H 1.0536 1.2578 -4.1387
H 1.6323 -0.2234 -3.4431
H 2.7705 0.8113 -4.3032
H 1.3986 3.1357 -1.1053
H 0.7710 3.0769 -2.7276
H 0.1725 1.9132 -1.5740
H -0.1576 -0.2997 -2.0190
H 0.4102 -1.7511 -1.2266
H -2.2205 -0.4863 -1.1556
H -2.7067 -0.9479 1.2617
H -0.5541 1.1392 1.4441
H -2.0703 1.0122 2.2898
H -2.8596 1.3098 -0.4281
H -1.5851 2.4994 -0.0731
H -2.3632 4.4154 1.4904
H 2.1099 -1.3655 1.4383
C -4.6652 -5.5296 -3.1877
C -4.8693 -4.1195 -2.6790
O -5.4564 -3.2665 -3.6799
C -6.7598 -3.4330 -3.8867
O -7.4881 -4.1855 -3.2935
O -7.1377 -2.5832 -4.8462
C -8.5171 -2.6802 -5.2054
H -4.0762 -5.5204 -4.1060
H -4.1424 -6.1244 -2.4394
H -5.6166 -6.0119 -3.4081
H -3.9099 -3.6718 -2.4433
H -5.4763 -4.1012 -1.7740
H -9.1563 -2.5746 -4.3318
H -8.7126 -3.6317 -5.6975
H -8.7123 -1.8673 -5.8988
C 5.1427 3.3581 6.8622
C 3.7355 3.6521 6.3879
O 3.6796 3.8721 4.9707
C 3.7503 2.7747 4.2174
O 3.8107 1.6407 4.6183
O 3.7044 3.1460 2.9386
C 3.8160 2.0595 2.0121
H 5.8223 4.1527 6.5514
H 5.1652 3.2811 7.9492
H 5.5108 2.4223 6.4448
H 3.3765 4.5781 6.8331
H 3.0428 2.8577 6.6653
H 3.0872 1.2780 2.1939
H 4.8235 1.6498 2.0614
H 3.6547 2.4801 1.0238
*
```

Summary:
- lowest unoccupied orbital energy (eV) = 0.3126
- Kohn-Sham gap (eV) = 9.5
- HOMO (eV) = -9.23
- structure (SMILES) = Cc1ccc(C(C)C)c(OC[C@@H](C#N)[C@@H](C#N)CCOC=O)c1.CCOC(=O)OC.CCOC(=O)OC
- strongest force on any atom (eV/A) = 1.29
- DFT total energy (a.u.) = -1800.16139

The following is a DFT calculation (the ωB97M-V functional and the def2-TZVPD basis) of a molecular structure, C27H34AsClN6NaO9.

```
! wB97M-V def2-TZVPD RIJCOSX def2/J DEFGRID3
* xyz -1 1
Na 0.2047 -1.3374 0.4972
C 3.1028 -0.7051 4.1808
C 2.2961 -1.3876 3.2588
N 2.2295 -1.0665 1.9829
C 2.9939 -0.0499 1.5293
C 3.8207 0.7075 2.3792
C 3.8546 0.3527 3.7408
C 4.5775 1.8109 1.8588
C 4.5247 2.1235 0.5539
C 3.7196 1.3563 -0.3538
C 3.6454 1.6671 -1.7198
C 2.8470 0.9176 -2.5325
C 2.1038 -0.1258 -1.9642
N 2.1468 -0.4387 -0.6896
C 2.9490 0.2832 0.1171
H 3.1034 -1.0134 5.2175
H 1.6717 -2.2114 3.5837
H 4.4758 0.9254 4.4215
H 5.1796 2.3909 2.5467
H 5.0724 2.9722 0.1619
H 4.1978 2.5169 -2.1007
H 2.7463 1.1386 -3.5865
H 1.4336 -0.7218 -2.5763
O 2.5433 4.4531 2.6797
C 1.2646 4.2041 2.9931
O 0.6216 4.9851 3.6443
C 0.7507 2.8694 2.5707
C 0.3232 1.8935 3.4329
N -0.1075 0.8697 2.6784
N 0.0178 1.1093 1.3661
C 0.5472 2.3204 1.2773
C 0.9982 2.9357 -0.0336
O 1.9032 3.7836 0.0850
O 0.4884 2.5223 -1.0959
H 2.7081 3.9808 1.8415
H 0.2745 1.8643 4.5083
H -0.4435 -0.0370 2.9883
O 0.0880 -3.8259 3.6857
Cl -0.9958 -3.2021 2.9731
O -2.2458 -3.8085 3.3239
O -1.0295 -1.7808 3.3093
O -0.7755 -3.3183 1.5415
C -0.5955 1.8207 -4.0967
C -1.7416 1.9077 -3.1002
O -1.5012 1.1257 -1.9457
H -0.8127 2.4152 -4.9874
H -0.4286 0.7853 -4.4046
H 0.3158 2.1993 -3.6321
H -2.6722 1.5432 -3.5492
H -1.9029 2.9524 -2.8154
H -0.7286 1.5532 -1.4731
C -4.1245 -1.4064 1.8574
As -2.9522 -0.5703 0.5291
C -3.3561 1.2937 0.9786
C -4.1923 -0.7166 -0.9904
H -5.1212 -0.9624 1.8244
H -3.6923 -1.2789 2.8487
H -4.1886 -2.4768 1.6668
H -4.4337 1.4613 1.0243
H -2.9088 1.9358 0.2207
H -2.9105 1.5389 1.9431
H -5.1967 -0.4031 -0.7007
H -4.2195 -1.7506 -1.3364
H -3.8319 -0.0792 -1.7977
C -2.7258 -1.7779 -4.4405
C -1.7989 -2.3557 -3.4241
C -1.3581 -3.6478 -3.2113
C -0.5283 -3.5739 -2.0746
N -0.4682 -2.3272 -1.6289
N -1.2442 -1.6056 -2.4590
C 0.1962 -4.6719 -1.3668
H -2.7678 -2.4165 -5.3215
H -2.3972 -0.7855 -4.7523
H -3.7363 -1.6820 -4.0392
H -1.6012 -4.5214 -3.7931
H -1.3531 -0.5965 -2.2899
H 0.2634 -5.5589 -1.9961
H -0.3180 -4.9343 -0.4415
H 1.2053 -4.3566 -1.1007
*
```

Summary:
- lowest unoccupied orbital energy (eV) = 2.0406
- Kohn-Sham gap (eV) = 8.0
- HOMO (eV) = -5.99
- ΔE to the lowest compared entry with this formula, charge and spin (kcal/mol) = 12.69
- strongest force on any atom (eV/A) = 0.43
- DFT total energy (a.u.) = -4913.24918